A molecular structure, C23H38NO2P2Sm. Source: the Open Molecules 2025 dataset; level of theory: the ωB97M-V functional and the def2-TZVPD basis.

Computed properties:
Multiplicity = 6
Orbital gap (spin up / spin down) = 6.61 / 6.59 eV
Max |F| = 3.9 eV/Å
Expectation value of S² = 8.765

Atoms and positions in Å:
C (0.0874, -0.8140, -4.3987)
C (0.3712, -0.3679, -3.1120)
N (-0.3408, -0.8629, -2.0674)
C (-1.2843, -1.8265, -2.2003)
C (-1.5692, -2.3065, -3.4710)
C (-0.8850, -1.8038, -4.5794)
C (1.4094, 0.7351, -2.8928)
P (2.2263, 0.8218, -1.2271)
Sm (-0.0349, 0.0733, 0.1191)
P (-2.3445, -1.3395, 0.5555)
C (-2.0362, -2.4065, -0.9759)
C (0.3903, 1.1856, 2.2528)
C (1.5233, 0.8015, 2.9047)
C (1.7733, 1.4276, 4.1550)
C (0.8431, 2.3448, 4.6607)
C (-0.3285, 2.6443, 3.9664)
C (-0.5776, 2.0210, 2.7164)
O (0.3175, 3.3873, -2.9657)
O (-0.2402, 3.8384, -0.2743)
H (0.6174, -0.3737, -5.2448)
H (-2.3317, -3.0878, -3.5722)
H (-1.1071, -2.1833, -5.5796)
C (3.6172, -0.3358, -1.2166)
C (2.8983, 2.4755, -0.8721)
H (-3.0453, -2.7159, -1.3114)
H (-1.4736, -3.2950, -0.6187)
H (0.9057, 1.7380, -3.0200)
H (2.2206, 0.6194, -3.6340)
C (-2.7926, -2.2087, 2.0889)
C (-3.8519, -0.3546, 0.2135)
H (2.2192, 0.0477, 2.5248)
H (2.6832, 1.1891, 4.6937)
H (1.0373, 2.8237, 5.6110)
H (-1.0582, 3.3481, 4.3596)
H (-1.5132, 2.2051, 2.1811)
H (-0.7873, 2.9949, -0.3386)
H (-0.0453, 3.9123, 0.6829)
H (0.1428, 3.6512, -2.0289)
H (-0.4821, 3.6057, -3.4659)
H (-1.2164, 1.5428, -0.3643)
H (4.4598, -0.0560, -1.8600)
H (3.9553, -0.4096, -0.1703)
H (3.2330, -1.3243, -1.5046)
H (3.6830, 2.8032, -1.5631)
H (2.0847, 3.2146, -0.8572)
H (3.3071, 2.4476, 0.1490)
H (-4.7857, -0.9362, 0.2207)
H (-3.8907, 0.4312, 0.9870)
H (-3.6919, 0.1417, -0.7546)
H (-3.7728, -2.6953, 2.0131)
H (-2.0407, -2.9686, 2.3235)
H (-2.7402, -1.4921, 2.9311)
C (2.0152, -4.5913, 2.6472)
C (0.5817, -4.0902, 2.6340)
C (-0.3657, -5.1473, 2.0759)
C (0.1192, -3.7205, 4.0398)
C (0.4891, -2.9133, 1.7863)
C (0.5015, -1.9248, 1.0633)
H (2.0758, -5.4854, 3.2596)
H (2.7024, -3.8501, 3.0591)
H (2.3724, -4.8392, 1.6461)
H (-0.2624, -6.0585, 2.6650)
H (-1.4088, -4.8196, 2.1297)
H (-0.1516, -5.3769, 1.0261)
H (0.7104, -2.9020, 4.4631)
H (-0.9265, -3.3987, 4.0471)
H (0.2174, -4.5955, 4.6807)

Okay, here come the Mulliken numbers, in e, for every atom:
1 C -0.85
2 C 0.80
3 N 0.39
4 C 0.79
5 C -0.80
6 C -0.48
7 C -1.12
8 P 0.86
9 Sm -0.18
10 P 0.60
11 C -1.21
12 C 0.71
13 C -0.31
14 C -0.69
15 C -0.57
16 C -0.58
17 C -0.63
18 O -0.69
19 O -0.84
20 H 0.48
21 H 0.45
22 H 0.39
23 C -1.32
24 C -1.13
25 H 0.51
26 H 0.24
27 H 0.26
28 H 0.52
29 C -0.47
30 C -1.28
31 H 0.33
32 H 0.39
33 H 0.39
34 H 0.38
35 H 0.38
36 H 0.18
37 H 0.34
38 H 0.38
39 H 0.28
40 H -0.08
41 H 0.41
42 H 0.33
43 H 0.34
44 H 0.40
45 H 0.32
46 H 0.37
47 H 0.41
48 H 0.31
49 H 0.31
50 H 0.49
51 H -0.52
52 H 0.31
53 C -1.85
54 C 2.01
55 C -1.49
56 C -1.37
57 C 0.22
58 C -1.05
59 H 0.43
60 H 0.37
61 H 0.38
62 H 0.45
63 H 0.32
64 H 0.29
65 H 0.34
66 H 0.26
67 H 0.42